ORCA calculation (ωB97M-V with the def2-TZVPD basis set) on C3H3NO2 in the gas phase.

```
9
Properties=species:S:1:pos:R:3
O 0.239 0.864 1.801
C 0.076 0.288 0.601
C -1.027 -0.531 0.231
C -0.723 -0.854 -1.048
O 0.437 -0.303 -1.418
N 0.952 0.427 -0.366
H 1.067 1.369 1.770
H -1.885 -0.798 0.825
H -1.209 -1.459 -1.803
```

- Relative energy (zero: lowest compared OMol25 entry of this formula, charge and spin): 2.110 eV
- SMILES: Oc1ccon1
- E: -8743.02131 eV
- Largest force on an atom: 0.72 eV/A
- Charge: 0